(1)
{
  "formula": "C36H88O3",
  "method": "ωB97M-V with the def2-TZVPD basis set",
  "elements": ["C", "C", "C", "C", "C", "C", "H", "H", "H", "H", "H", "H", "H", "H", "H", "H", "H", "H", "H", "H", "C", "C", "C", "C", "C", "C", "H", "H", "H", "H", "H", "H", "H", "H", "H", "H", "H", "H", "H", "H", "C", "C", "C", "C", "C", "C", "H", "H", "H", "H", "H", "H", "H", "H", "H", "H", "H", "H", "H", "H", "C", "C", "C", "C", "C", "C", "H", "H", "H", "H", "H", "H", "H", "H", "H", "H", "H", "H", "H", "H", "C", "C", "C", "C", "C", "C", "H", "H", "H", "H", "H", "H", "H", "H", "H", "H", "H", "H", "H", "H", "C", "C", "O", "H", "H", "H", "H", "H", "H", "C", "C", "O", "H", "H", "H", "H", "H", "H", "C", "C", "O", "H", "H", "H", "H", "H", "H"],
  "positions_angstrom": [[0.43, 0.87, 0.50], [0.10, 0.79, 2.04], [1.20, 0.97, 3.03], [1.41, 2.48, 3.28], [2.65, 2.74, 4.14], [2.79, 4.31, 4.41], [-0.56, 0.84, -0.06], [1.07, 0.14, 0.20], [0.96, 1.76, 0.32], [-0.15, -0.19, 2.13], [-0.79, 1.31, 2.45], [2.03, 0.49, 2.67], [0.97, 0.65, 4.05], [0.55, 3.17, 3.46], [1.57, 2.82, 2.29], [3.62, 2.21, 3.83], [2.31, 2.46, 5.11], [2.56, 4.92, 3.52], [3.94, 4.61, 4.89], [2.08, 4.74, 5.20], [-1.15, 1.02, -3.24], [-2.26, 0.41, -2.38], [-2.13, -1.13, -2.15], [-3.15, -1.44, -0.93], [-3.11, -2.93, -0.50], [-4.13, -3.11, 0.69], [-0.07, 0.92, -2.96], [-1.66, 2.12, -3.69], [-1.16, 0.51, -4.22], [-3.12, 0.36, -2.86], [-2.12, 0.95, -1.62], [-1.05, -1.35, -1.76], [-2.34, -1.59, -3.11], [-4.02, -1.26, -1.42], [-2.75, -0.76, -0.07], [-2.16, -3.20, -0.51], [-3.48, -3.73, -1.21], [-4.15, -4.33, 0.92], [-5.21, -3.01, 0.35], [-3.80, -2.65, 1.59], [1.69, 6.83, 0.67], [0.60, 6.00, 1.29], [-0.14, 5.35, 0.10], [-1.41, 4.77, 0.62], [-2.24, 4.32, -0.67], [-3.75, 3.85, -0.32], [2.05, 7.41, 1.74], [1.18, 7.61, -0.26], [2.50, 6.23, 0.18], [-0.18, 6.66, 1.73], [0.94, 5.22, 2.03], [0.48, 4.65, -0.55], [-0.46, 6.19, -0.73], [-1.76, 5.68, 1.23], [-1.33, 3.99, 1.15], [-1.65, 3.62, -1.14], [-2.37, 5.06, -1.53], [-4.42, 4.63, -0.04], [-3.71, 3.20, 0.42], [-4.04, 3.32, -1.29], [0.84, -3.00, 0.63], [1.16, -2.93, -0.91], [2.45, -3.54, -1.44], [2.81, -3.18, -2.87], [4.13, -3.80, -3.50], [4.44, -3.15, -4.86], [0.72, -4.11, 0.83], [-0.20, -2.75, 0.76], [1.69, -2.49, 1.23], [1.26, -1.80, -1.06], [0.22, -3.27, -1.28], [2.47, -4.59, -1.47], [3.37, -3.21, -0.94], [3.00, -1.98, -2.85], [2.03, -3.48, -3.64], [3.82, -4.78, -3.65], [5.10, -3.69, -2.85], [5.26, -2.27, -4.74], [3.48, -2.75, -5.39], [5.11, -3.90, -5.47], [4.01, -0.18, -7.49], [3.83, 1.20, -6.79], [3.90, 0.88, -5.23], [3.32, 2.16, -4.35], [3.18, 1.85, -2.84], [2.93, 3.06, -1.98], [3.74, 0.10, -8.49], [3.31, -0.88, -7.08], [4.98, -0.61, -7.58], [2.72, 1.61, -6.91], [4.51, 2.02, -7.05], [4.95, 0.61, -4.89], [3.10, 0.10, -4.91], [2.22, 2.22, -4.91], [3.97, 3.10, -4.58], [4.00, 1.25, -2.38], [2.62, 0.95, -2.66], [3.74, 3.69, -2.20], [3.04, 2.78, -0.80], [1.99, 3.40, -2.19], [-4.84, -6.82, 3.57], [-3.80, -7.78, 4.28], [-2.59, -7.08, 4.38], [-4.89, -5.79, 4.01], [-5.76, -7.15, 3.48], [-4.51, -6.59, 2.52], [-3.39, -8.58, 3.78], [-4.22, -8.27, 5.21], [-1.97, -7.74, 4.72], [-1.41, -2.27, 4.22], [-1.28, -3.72, 3.84], [-2.47, -4.40, 4.07], [-0.41, -1.90, 4.13], [-1.98, -2.10, 5.30], [-2.05, -1.81, 3.49], [-0.47, -3.84, 4.38], [-1.08, -3.80, 2.79], [-2.47, -5.28, 3.94], [-3.54, 0.77, 2.93], [-3.26, 1.29, 4.26], [-4.22, 0.71, 5.02], [-3.28, -0.30, 2.86], [-2.88, 1.23, 2.20], [-4.30, 1.23, 2.59], [-3.25, 2.27, 4.19], [-2.39, 0.86, 4.75], [-4.22, -0.22, 4.86]],
  "lowdin_charge": [-0.03, -0.24, -0.21, -0.25, -0.25, -0.13, 0.09, 0.01, 0.03, 0.04, 0.10, 0.09, 0.12, 0.13, 0.07, 0.13, 0.08, 0.02, 0.13, 0.07, -0.11, -0.29, -0.16, -0.17, -0.26, -0.09, 0.07, 0.15, 0.05, 0.06, -0.01, 0.11, 0.11, 0.06, 0.14, 0.01, 0.12, 0.11, 0.08, 0.02, -0.16, -0.34, -0.29, -0.21, -0.19, -0.07, 0.12, 0.15, 0.06, 0.11, 0.09, 0.11, 0.15, 0.14, 0.02, 0.04, 0.12, 0.06, -0.02, 0.09, -0.12, -0.26, -0.25, -0.25, -0.29, -0.16, 0.08, 0.03, 0.11, 0.10, 0.07, 0.09, 0.12, 0.14, 0.13, 0.06, 0.14, 0.10, 0.08, 0.09, -0.12, -0.25, -0.23, -0.20, -0.34, -0.12, 0.05, 0.05, 0.06, 0.13, 0.10, 0.11, 0.11, 0.14, 0.13, 0.11, 0.07, 0.04, 0.13, 0.03, -0.04, -0.27, -0.10, 0.09, 0.00, 0.09, 0.07, 0.12, 0.11, -0.07, -0.32, -0.02, 0.06, 0.15, 0.02, 0.06, 0.10, -0.03, -0.07, -0.35, -0.04, 0.08, 0.06, 0.02, 0.08, 0.12, 0.07],
  "max_force_ha_per_bohr": 0.17039,
  "smiles": "CCCCCC.CCCCCC.CCCCCC.CCCCCC.CCCCCC.CCO.CCO.CCO",
  "e_tot_ev": -44885.3334,
  "de_lowest_kcal_mol": 30.3,
  "e_lumo_ev": 0.568
}


(2)
{
  "formula": "C36H89ClN3O14",
  "method": "ωB97M-V with the def2-TZVPD basis set",
  "elements": ["Cl", "O", "O", "O", "O", "C", "C", "C", "C", "C", "C", "N", "O", "C", "C", "C", "H", "H", "H", "H", "H", "H", "H", "H", "H", "H", "H", "H", "H", "H", "H", "H", "H", "H", "H", "C", "C", "C", "C", "C", "C", "N", "O", "C", "C", "C", "H", "H", "H", "H", "H", "H", "H", "H", "H", "H", "H", "H", "H", "H", "H", "H", "H", "H", "H", "C", "C", "C", "C", "C", "C", "N", "O", "C", "C", "C", "H", "H", "H", "H", "H", "H", "H", "H", "H", "H", "H", "H", "H", "H", "H", "H", "H", "H", "H", "C", "C", "O", "H", "H", "H", "H", "H", "H", "C", "C", "O", "H", "H", "H", "H", "H", "H", "C", "O", "H", "H", "H", "H", "C", "O", "H", "H", "H", "H", "C", "O", "H", "H", "H", "H", "C", "O", "H", "H", "H", "H", "C", "O", "H", "H", "H", "H"],
  "positions_angstrom": [[-22.17, -16.50, -22.05], [-22.03, -15.14, -21.86], [-22.25, -16.84, -23.47], [-21.01, -17.13, -21.47], [-23.37, -17.00, -21.40], [-17.71, -21.35, -18.44], [-17.81, -19.84, -18.51], [-16.56, -19.19, -17.81], [-15.21, -19.27, -18.61], [-15.45, -18.55, -19.96], [-16.73, -19.11, -20.73], [-17.92, -19.20, -19.87], [-19.06, -19.64, -20.56], [-17.08, -18.07, -21.89], [-16.31, -20.43, -21.45], [-19.13, -19.41, -17.76], [-16.72, -21.74, -18.65], [-18.31, -21.78, -19.25], [-18.11, -21.76, -17.51], [-16.70, -18.17, -17.44], [-16.45, -19.77, -16.90], [-14.90, -20.31, -18.75], [-14.41, -18.83, -18.02], [-14.54, -18.70, -20.55], [-15.58, -17.50, -19.69], [-17.41, -17.14, -21.42], [-16.26, -17.99, -22.61], [-17.94, -18.48, -22.42], [-15.51, -20.33, -22.18], [-16.01, -21.23, -20.78], [-17.21, -20.81, -21.94], [-19.27, -19.85, -16.77], [-20.04, -19.59, -18.34], [-19.17, -18.33, -17.63], [-19.43, -18.82, -20.89], [-23.95, -18.17, -28.69], [-22.78, -17.19, -28.35], [-22.08, -16.89, -29.65], [-21.24, -15.59, -29.67], [-22.02, -14.39, -29.12], [-22.66, -14.68, -27.74], [-23.38, -15.98, -27.78], [-24.08, -16.20, -26.59], [-21.58, -14.69, -26.68], [-23.60, -13.55, -27.55], [-21.78, -17.91, -27.40], [-23.58, -19.05, -29.22], [-24.60, -17.69, -29.42], [-24.53, -18.46, -27.82], [-21.35, -17.68, -29.83], [-22.79, -16.82, -30.47], [-20.90, -15.28, -30.66], [-20.26, -15.67, -29.21], [-22.77, -14.14, -29.88], [-21.35, -13.54, -29.07], [-21.12, -13.70, -26.68], [-21.95, -14.88, -25.67], [-20.84, -15.45, -26.90], [-24.31, -13.41, -28.37], [-24.07, -13.74, -26.59], [-22.97, -12.67, -27.47], [-20.81, -17.41, -27.48], [-21.67, -18.97, -27.61], [-22.00, -17.91, -26.34], [-23.38, -16.37, -25.95], [-27.54, -20.01, -16.68], [-28.39, -18.97, -17.52], [-29.04, -17.97, -16.48], [-29.70, -16.75, -17.16], [-28.59, -16.01, -17.91], [-27.79, -16.93, -18.97], [-27.42, -18.21, -18.36], [-26.69, -19.00, -19.24], [-28.71, -17.14, -20.24], [-26.56, -16.14, -19.36], [-29.46, -19.72, -18.33], [-26.81, -20.61, -17.22], [-28.21, -20.68, -16.14], [-27.00, -19.49, -15.89], [-29.91, -18.32, -15.94], [-28.24, -17.64, -15.81], [-30.19, -16.02, -16.51], [-30.44, -17.16, -17.84], [-28.03, -15.65, -17.05], [-29.01, -15.13, -18.39], [-29.08, -16.18, -20.59], [-28.15, -17.52, -21.09], [-29.58, -17.78, -20.12], [-25.93, -16.60, -20.12], [-26.89, -15.17, -19.72], [-25.93, -15.96, -18.49], [-29.09, -20.36, -19.14], [-30.27, -19.10, -18.72], [-29.93, -20.54, -17.78], [-25.78, -18.80, -18.99], [-17.35, -14.44, -24.17], [-18.73, -14.43, -23.54], [-19.15, -15.83, -23.67], [-17.46, -14.81, -25.19], [-16.56, -15.05, -23.73], [-17.01, -13.41, -24.26], [-19.45, -13.90, -24.17], [-18.72, -14.14, -22.49], [-20.01, -15.93, -23.24], [-25.91, -14.08, -22.88], [-24.67, -13.70, -23.70], [-23.72, -12.99, -22.92], [-26.62, -14.72, -23.40], [-26.53, -13.21, -22.65], [-25.67, -14.68, -22.01], [-25.08, -13.14, -24.54], [-24.21, -14.55, -24.20], [-23.22, -13.69, -22.49], [-19.87, -19.92, -24.13], [-21.07, -19.86, -24.79], [-19.98, -19.69, -23.07], [-19.33, -20.84, -24.36], [-19.26, -19.09, -24.47], [-21.55, -19.07, -24.50], [-23.06, -20.52, -21.08], [-23.75, -19.70, -20.22], [-22.04, -20.22, -21.33], [-23.00, -21.57, -20.76], [-23.64, -20.59, -21.99], [-23.71, -18.83, -20.62], [-23.42, -13.75, -18.93], [-22.26, -14.55, -18.94], [-23.71, -13.40, -19.92], [-24.21, -14.39, -18.52], [-23.30, -12.87, -18.30], [-22.43, -15.18, -19.64], [-18.82, -15.70, -18.92], [-18.73, -14.88, -17.77], [-18.36, -15.26, -19.81], [-18.36, -16.67, -18.76], [-19.88, -15.86, -19.09], [-18.89, -15.49, -17.04], [-20.47, -12.31, -20.27], [-20.27, -12.82, -18.95], [-20.40, -13.16, -20.95], [-21.46, -11.85, -20.32], [-19.83, -11.50, -20.61], [-21.03, -13.40, -18.90]],
  "lowdin_charge": [0.64, -0.32, -0.33, -0.33, -0.34, -0.04, -0.46, -0.12, -0.18, -0.13, -0.44, -0.10, -0.03, -0.01, -0.04, -0.03, 0.07, 0.08, 0.08, 0.11, 0.11, 0.09, 0.10, 0.11, 0.11, 0.07, 0.08, 0.05, 0.08, 0.06, 0.07, 0.08, 0.08, 0.06, 0.06, -0.03, -0.50, -0.13, -0.18, -0.14, -0.53, -0.10, 0.00, -0.01, -0.04, -0.02, 0.08, 0.08, 0.08, 0.12, 0.12, 0.10, 0.10, 0.11, 0.12, 0.09, 0.08, 0.08, 0.09, 0.07, 0.09, 0.07, 0.09, 0.06, 0.06, -0.03, -0.44, -0.12, -0.21, -0.13, -0.46, -0.13, 0.00, -0.02, -0.05, -0.05, 0.08, 0.07, 0.07, 0.11, 0.11, 0.11, 0.09, 0.11, 0.11, 0.07, 0.08, 0.06, 0.08, 0.09, 0.08, 0.09, 0.06, 0.07, 0.09, -0.10, -0.26, -0.12, 0.07, 0.07, 0.07, 0.11, 0.10, 0.01, -0.08, -0.31, -0.08, 0.07, 0.07, 0.05, 0.10, 0.09, 0.02, -0.18, -0.11, 0.06, 0.09, 0.07, 0.05, -0.18, -0.11, 0.07, 0.08, 0.08, 0.03, -0.11, -0.13, 0.08, 0.07, 0.09, 0.05, -0.16, -0.12, 0.08, 0.04, 0.07, 0.07, -0.15, -0.14, 0.06, 0.07, 0.07, -0.01],
  "max_force_ha_per_bohr": 0.09232,
  "charge": -1,
  "e_tot_ev": -84421.5028,
  "e_lumo_ev": 2.398
}


(3)
{
  "formula": "C36H89N5",
  "method": "ωB97M-V with the def2-TZVPD basis set",
  "elements": ["C", "C", "N", "C", "C", "C", "C", "H", "H", "H", "H", "H", "H", "H", "H", "H", "H", "H", "H", "H", "H", "H", "C", "C", "N", "C", "C", "C", "C", "H", "H", "H", "H", "H", "H", "H", "H", "H", "H", "H", "H", "H", "H", "H", "C", "C", "N", "C", "C", "C", "C", "H", "H", "H", "H", "H", "H", "H", "H", "H", "H", "H", "H", "H", "H", "H", "C", "C", "N", "C", "C", "C", "C", "H", "H", "H", "H", "H", "H", "H", "H", "H", "H", "H", "H", "H", "H", "H", "C", "C", "N", "C", "C", "C", "C", "H", "H", "H", "H", "H", "H", "H", "H", "H", "H", "H", "H", "H", "H", "H", "C", "C", "C", "C", "C", "C", "H", "H", "H", "H", "H", "H", "H", "H", "H", "H", "H", "H", "H", "H"],
  "positions_angstrom": [[97.20, 62.36, 69.09], [97.96, 63.68, 68.73], [99.41, 63.44, 68.38], [99.58, 62.80, 66.98], [98.74, 63.27, 65.84], [100.15, 64.70, 68.32], [100.52, 65.17, 69.77], [97.93, 61.69, 70.03], [96.93, 61.93, 68.05], [96.25, 62.73, 69.66], [97.91, 64.29, 69.65], [97.16, 64.04, 68.04], [99.20, 61.80, 67.37], [100.60, 62.54, 66.73], [98.98, 62.44, 65.06], [98.97, 64.17, 65.29], [97.73, 63.22, 65.97], [99.53, 65.51, 67.70], [101.10, 64.61, 67.63], [99.67, 65.53, 70.36], [101.17, 66.08, 69.69], [100.96, 64.38, 70.28], [107.31, 70.19, 75.49], [106.21, 69.87, 74.45], [105.66, 68.44, 74.47], [105.48, 67.76, 73.17], [106.75, 67.41, 72.58], [104.54, 68.52, 75.44], [104.15, 67.01, 75.91], [108.02, 70.98, 75.29], [107.93, 69.26, 75.79], [106.72, 70.39, 76.61], [106.67, 70.09, 73.46], [105.45, 70.81, 74.44], [104.81, 68.39, 72.75], [104.89, 66.75, 73.29], [107.44, 66.90, 73.08], [107.22, 68.28, 71.94], [106.66, 66.67, 71.75], [103.78, 68.73, 74.86], [104.62, 69.22, 76.33], [103.40, 67.16, 76.72], [105.17, 66.72, 76.35], [103.67, 66.36, 75.29], [95.36, 65.88, 71.36], [95.73, 67.41, 71.53], [96.06, 68.17, 70.39], [94.96, 68.48, 69.37], [93.84, 69.44, 69.85], [96.82, 69.34, 70.61], [98.31, 68.95, 70.90], [95.22, 65.32, 72.26], [95.94, 65.33, 70.74], [94.46, 65.99, 71.00], [96.50, 67.60, 72.22], [94.89, 67.84, 72.24], [94.31, 67.64, 69.25], [95.14, 68.60, 68.35], [93.52, 69.10, 70.94], [93.04, 69.51, 69.13], [94.10, 70.36, 70.01], [96.36, 70.02, 71.39], [96.82, 69.96, 69.65], [98.96, 69.76, 70.74], [98.59, 68.35, 70.14], [98.40, 68.40, 71.86], [101.26, 68.45, 73.25], [100.59, 69.76, 73.87], [101.01, 70.97, 73.10], [100.14, 72.12, 73.31], [100.11, 72.67, 74.74], [102.41, 71.29, 73.42], [102.94, 72.23, 72.36], [100.74, 67.48, 73.67], [102.40, 68.25, 73.59], [101.09, 68.22, 72.18], [100.89, 69.96, 75.03], [99.50, 69.55, 73.87], [99.03, 71.81, 73.06], [100.45, 72.86, 72.48], [99.78, 72.11, 75.45], [99.30, 73.56, 74.57], [101.18, 73.10, 74.85], [103.03, 70.55, 73.08], [102.53, 71.38, 74.41], [102.71, 73.24, 72.69], [102.70, 72.20, 71.27], [104.08, 72.25, 72.16], [106.98, 62.40, 70.24], [105.47, 62.83, 70.37], [105.26, 64.22, 70.62], [105.53, 65.05, 69.41], [104.54, 64.89, 68.19], [103.95, 64.46, 70.97], [103.67, 64.15, 72.46], [107.53, 62.95, 69.53], [107.05, 61.23, 70.16], [107.46, 62.71, 71.08], [105.07, 62.35, 71.24], [104.76, 62.27, 69.57], [106.68, 64.85, 68.99], [105.57, 66.19, 69.51], [104.26, 64.01, 67.76], [104.92, 65.41, 67.23], [103.64, 65.26, 68.21], [103.09, 64.01, 70.38], [103.68, 65.59, 70.78], [103.63, 63.17, 72.88], [102.78, 64.68, 72.79], [104.71, 64.49, 73.08], [101.96, 61.53, 76.41], [102.54, 62.75, 75.69], [101.31, 63.74, 75.33], [100.41, 63.25, 74.10], [99.33, 64.35, 73.70], [98.47, 63.81, 72.52], [101.22, 61.73, 77.38], [102.75, 60.97, 76.57], [101.32, 60.95, 75.85], [103.13, 62.33, 74.74], [103.25, 63.23, 76.17], [101.80, 64.63, 75.23], [100.67, 63.89, 76.30], [100.02, 62.23, 74.30], [100.96, 63.25, 73.38], [99.96, 65.32, 73.64], [98.72, 64.72, 74.56], [97.82, 62.96, 72.89], [99.07, 63.38, 71.63], [97.88, 64.47, 72.17]],
  "lowdin_charge": [-0.13, -0.31, -0.17, -0.25, -0.10, -0.27, -0.09, 0.16, 0.07, 0.07, 0.07, 0.11, 0.12, 0.10, 0.12, 0.07, 0.02, 0.14, 0.12, 0.06, 0.08, 0.02, -0.13, -0.28, -0.17, -0.26, -0.10, -0.22, -0.06, 0.04, 0.08, 0.12, 0.09, 0.14, 0.07, 0.13, 0.03, 0.12, 0.07, -0.01, 0.14, 0.07, 0.10, -0.01, -0.03, -0.24, -0.19, -0.20, -0.08, -0.26, -0.06, 0.08, 0.02, 0.00, 0.07, 0.14, 0.09, 0.09, 0.11, 0.08, -0.01, 0.13, 0.14, 0.05, 0.02, 0.07, -0.09, -0.22, -0.20, -0.29, -0.08, -0.27, -0.10, 0.07, 0.08, 0.05, 0.15, 0.10, 0.13, 0.12, -0.02, 0.13, 0.10, 0.06, 0.07, 0.05, 0.10, 0.09, -0.07, -0.27, -0.21, -0.20, -0.09, -0.34, -0.08, 0.03, 0.11, 0.02, 0.09, 0.16, 0.15, 0.11, 0.03, 0.11, -0.02, 0.11, 0.15, 0.02, 0.05, 0.14, -0.12, -0.22, -0.16, -0.17, -0.21, -0.10, 0.14, 0.00, 0.03, 0.13, 0.04, 0.03, 0.14, 0.13, -0.04, 0.10, 0.11, 0.10, 0.09, -0.05],
  "max_force_ha_per_bohr": 0.23604,
  "e_tot_ev": -46207.3886,
  "de_lowest_kcal_mol": 60.2,
  "e_lumo_ev": 0.768
}